1.
Density functional theory data (ωB97M-V with the def2-TZVPD basis set) for C8H12NO9P2SSn as an isolated structure at a distorted geometry.

Summary:
**Orbital gap**: 7.60 eV
**Net charge**: -1
**Maximum force**: 1.3 eV/Å
**Highest occupied orbital energy**: -0.1864 Eh

XYZ file:
```
34
Properties=species:S:1:pos:R:3:forces:R:3
Sn 0.7664 0.6648 -1.1158 0.363 0.031 -0.143
S -0.7412 -1.3899 -0.7876 -0.421 -0.127 0.092
P 0.1483 2.4292 1.6362 0.000 -0.045 -0.021
P 2.7979 1.2859 1.6055 0.169 -0.038 -0.110
O 2.0989 0.3135 2.6863 0.031 0.091 0.081
O -1.0057 1.9994 -2.2283 -0.531 0.199 0.326
O 2.6597 0.6403 0.2422 -0.256 0.016 0.265
O -0.1875 2.0900 3.1673 -0.073 0.181 -0.161
O 4.0719 1.7849 2.1244 -0.094 -0.023 -0.066
O -0.2479 1.1930 0.8281 0.128 0.191 -0.282
O -1.8640 3.4717 -3.7029 -0.003 0.014 -0.147
O -0.5540 3.6802 1.2214 0.995 0.434 0.694
O 1.7264 2.5822 1.5866 -0.171 -0.025 0.146
N -2.3804 2.9948 -0.2116 -0.654 -0.106 -0.874
C 0.0718 -2.9515 -0.6613 0.222 0.160 -0.056
C 1.5751 -4.6450 -1.5101 0.006 0.030 0.007
C 0.3585 -5.0454 0.5151 0.010 0.039 -0.022
C -0.2287 -3.7922 0.4127 0.050 -0.062 -0.039
C 0.9821 -3.3954 -1.6222 0.020 -0.078 0.034
C 1.2654 -5.4787 -0.4441 -0.032 0.015 0.013
C -2.7451 3.5036 -1.5450 -0.112 -0.020 -0.043
C -1.7753 2.9465 -2.6028 0.359 -0.254 -0.242
H -0.9291 -3.4468 1.1625 0.015 -0.013 0.006
H 0.5726 2.2350 3.7388 0.106 -0.114 0.051
H 0.1150 -5.6839 1.3562 -0.013 0.006 -0.007
H -3.1612 2.8590 0.4220 0.062 0.092 0.015
H 1.7262 -6.4549 -0.3609 0.004 0.003 0.005
H 1.3458 -0.1478 2.2955 -0.053 -0.084 -0.047
H -2.6799 4.5880 -1.5535 -0.073 0.017 0.005
H -3.7545 3.1997 -1.8125 -0.029 0.000 -0.011
H 2.2843 -4.9706 -2.2622 -0.012 0.014 0.001
H -1.6280 3.5982 0.2453 -0.026 -0.511 0.476
H -1.8993 2.0956 -0.3637 0.014 -0.025 0.064
H 1.2156 -2.7533 -2.4617 -0.003 -0.007 -0.012
```
Forces are in eV/Å.



2.
Density functional theory data (ωB97M-V with the def2-TZVPD basis set) for an isolated molecule of C24H34N2O4.

Summary:
**Energy above the lowest of the compared OMol25 structures with the same formula, charge and spin**: 88.9 kJ/mol
**Orbital gap**: 8.66 eV
**SMILES**: CCc1cc(=O)oc2c(C)c(O[C@H](C)C(=O)NC3CC(C)(C)NC(C)(C)C3)ccc12
**Maximum force**: 1.0 eV/Å
**Highest occupied orbital energy**: -0.3131 Eh

XYZ file:
```
64
Properties=species:S:1:pos:R:3:forces:R:3
O 4.1572 -0.3557 -1.2105 -0.023 -0.205 -0.168
O 0.5002 -2.9556 0.0864 0.098 -0.104 -0.193
O 5.9112 0.7647 -1.9479 -0.338 -0.067 0.283
O -2.3402 -1.8194 1.8290 -0.160 0.043 0.354
N -4.1092 1.9450 -0.0218 -0.134 0.139 0.188
N -1.7372 -1.5112 -0.3476 0.056 0.017 -0.497
C -2.4812 -0.2947 -0.6507 -0.191 0.132 0.321
C 1.0340 -0.9764 1.4077 -0.228 -0.292 0.064
C -4.9818 0.9699 -2.1725 0.112 -0.051 0.268
C 3.5005 2.6159 1.8194 -0.071 0.070 -0.127
C 2.6058 -2.6052 -1.6414 0.042 -0.005 0.062
C 2.3357 -1.6490 -0.5210 0.029 -0.041 -0.056
C 2.3366 3.5093 1.3819 0.081 -0.035 0.110
C -1.6660 -2.0964 0.8595 0.490 -0.346 -0.167
C -1.9359 0.8777 0.1641 -0.197 0.110 -0.220
C -6.1424 0.6965 0.0096 0.311 -0.058 -0.104
C 3.1386 -0.5220 -0.3351 -0.718 -0.007 0.670
C -0.6235 -3.2312 0.9084 -0.365 -0.185 0.301
C -2.2341 2.7758 -1.4845 -0.078 -0.189 0.222
C -2.3362 3.2044 0.9625 -0.029 -0.279 -0.192
C 5.0194 0.7052 -1.1372 0.560 0.229 -0.399
C 1.2666 -1.8627 0.3534 0.479 0.460 0.024
C 3.7562 1.5497 0.7964 0.585 0.179 -0.219
C 4.7686 1.6730 -0.0909 -0.334 0.062 0.386
C 2.8946 0.3964 0.7032 -0.101 -0.417 -0.248
C -1.2528 -4.5226 0.3936 0.282 0.260 0.086
C -4.7622 0.8125 -0.6548 -0.369 -0.303 -0.114
C -3.9668 -0.4634 -0.3468 0.015 0.287 -0.096
C -2.6823 2.1844 -0.1333 0.429 0.208 0.117
C 1.8332 0.1299 1.5727 0.267 -0.012 -0.260
H 3.6513 -2.5574 -1.9303 0.008 -0.061 -0.073
H -6.7640 1.5489 -0.2548 -0.124 0.125 -0.046
H -2.8548 3.6328 -1.7394 -0.057 0.098 -0.049
H 2.3494 -3.6164 -1.3366 0.019 -0.055 -0.067
H -2.3033 2.0540 -2.2920 -0.006 -0.058 -0.147
H -2.3330 -0.1150 -1.7196 -0.011 -0.011 0.063
H 0.2228 -1.1401 2.0974 -0.103 -0.019 0.100
H -0.5330 -5.3348 0.4524 0.035 -0.074 0.019
H -1.0691 -1.8244 -1.0359 -0.017 0.016 0.120
H -1.5596 -4.4011 -0.6423 -0.051 -0.006 -0.090
H -6.0277 0.6753 1.0893 0.021 -0.015 0.111
H -2.7105 2.8545 1.9202 -0.032 -0.051 0.101
H -1.2603 3.3432 1.0310 0.170 0.084 -0.015
H -2.7954 4.1657 0.7440 -0.053 0.176 -0.026
H -4.3733 -1.2963 -0.9227 -0.053 -0.043 -0.016
H 2.5703 3.9911 0.4352 -0.020 0.048 -0.078
H 5.4456 2.5125 -0.0676 0.060 0.054 0.003
H -0.3139 -3.3643 1.9538 -0.062 0.175 -0.163
H -2.0669 0.6330 1.2185 0.044 -0.013 0.073
H 2.0009 -2.3494 -2.5112 -0.022 -0.047 -0.118
H 1.4274 2.9264 1.2541 -0.116 0.001 -0.030
H 2.1544 4.2798 2.1269 -0.072 0.081 0.037
H 3.2770 2.1655 2.7875 0.071 0.006 0.036
H -6.6453 -0.2122 -0.3097 -0.128 -0.103 -0.087
H -2.1215 -4.7668 0.9978 -0.084 -0.022 0.051
H -5.4297 1.9389 -2.3856 -0.048 0.101 -0.047
H -1.2014 3.1106 -1.4183 0.143 0.048 -0.034
H 4.3970 3.2275 1.9297 0.008 -0.080 0.057
H -4.0660 -0.6947 0.7132 -0.028 -0.032 -0.018
H -4.6253 2.7967 -0.2072 -0.024 0.020 0.038
H -0.8692 1.0075 -0.0334 0.031 0.026 0.016
H 1.6266 0.7983 2.3920 -0.024 0.113 0.091
H -4.0554 0.8931 -2.7328 0.103 0.014 -0.118
H -5.6577 0.1967 -2.5301 -0.079 -0.096 -0.090
```
Forces are in eV/Å.



3.
Density functional theory data (ωB97M-V with the def2-TZVPD basis set) for a 12-piece molecular cluster, C47H81N11O3 overall at a distorted geometry.

Summary:
**Energy above the lowest of the compared OMol25 structures with the same formula, charge and spin**: 0.0 kJ/mol
**Orbital gap**: 10.84 eV
**SMILES**: O=C1OCCO1.CCCC#N.CCCC#N.CCCC#N.CCCC#N.CCCC#N.CCCC#N.CCCC#N.CCCC#N.CCCC#N.CCCC#N.CCCC#N
**Maximum force**: 1.8 eV/Å
**Highest occupied orbital energy**: -0.3994 Eh

XYZ file:
```
142
Properties=species:S:1:pos:R:3:forces:R:3
O 0.6616 -0.9259 0.2667 0.326 -0.220 0.166
O 1.3865 0.1144 -1.6062 0.432 -0.446 -0.199
O -0.1234 1.0632 -0.2897 -0.275 0.265 0.056
N -3.3583 2.8764 0.6405 -0.008 -0.133 0.056
N 6.4263 0.3778 0.7890 -0.088 0.013 0.088
N -1.4216 1.2995 -6.0490 0.027 -0.014 0.137
N 0.4321 1.4062 5.0937 -0.062 -0.070 -0.014
N -1.8013 -6.6146 -1.7587 0.139 -0.135 -0.093
N -0.3943 -2.2532 4.2749 0.228 0.295 -0.094
N 2.4878 4.0041 -0.9657 -0.077 0.109 0.081
N 4.6931 -4.1489 -0.1562 -0.029 0.108 -0.041
N -1.8915 6.1684 0.6332 -0.139 0.162 -0.048
N 4.9222 0.9016 -2.8152 -0.058 -0.035 -0.016
N -2.7616 -0.9320 -2.2859 -0.002 0.150 0.057
C 1.6697 2.9122 -3.2044 -0.149 -0.217 0.291
C -3.7101 -0.9075 -2.9340 0.003 -0.099 -0.282
C -3.1682 3.0508 -0.4784 -0.258 0.223 -0.207
C 5.0965 -2.6435 -3.2583 -0.099 -0.819 0.468
C -1.1480 0.2485 -5.6724 0.150 0.056 -0.166
C 1.3110 3.9431 -4.2655 -0.557 1.100 -0.089
C 2.9930 1.1289 2.4960 -0.328 -1.166 0.007
C 6.5676 -2.4963 -2.8998 0.211 -0.020 0.467
C -1.3132 -5.1805 6.0094 -0.351 1.000 0.653
C -1.5432 0.3055 6.3823 -0.445 -0.818 -0.161
C -2.9072 0.6176 5.7587 -0.863 -0.642 0.163
C -4.9327 -0.9332 -3.7412 -0.686 0.314 0.410
C -2.9429 0.4272 4.2442 0.434 1.155 -0.421
C -0.3272 4.7816 3.6906 0.356 0.121 1.016
C 5.5282 1.0888 0.6928 -0.278 0.205 0.138
C -3.8149 4.3184 -2.5865 0.304 0.347 -0.767
C -1.7493 -3.9971 -1.5460 0.000 -0.810 -0.971
C -0.6104 -4.0886 0.7824 -0.353 0.117 0.548
C 1.7016 -1.0457 -5.5820 -0.109 0.350 -0.593
C -1.1011 -3.0697 4.6584 0.095 -0.163 0.026
C -0.4304 0.9096 5.6666 0.167 0.375 0.051
C 2.6312 -4.8511 2.7865 -0.614 0.582 0.403
C -3.4308 5.7720 -2.3266 -0.091 -0.122 0.255
C -1.9800 -4.1371 5.1007 -0.259 -0.400 -0.477
C -2.9160 3.2813 -1.9107 -0.145 -0.271 0.733
C 0.5552 -1.2782 -4.6048 0.519 -0.748 -0.028
C -1.6517 -3.4390 -0.1448 0.998 -0.095 0.613
C 3.2774 -2.7503 1.5205 -0.463 0.722 0.784
C 3.6071 2.3178 1.7990 0.180 0.211 0.328
C -0.3395 3.6773 2.6630 -0.553 -0.245 -0.661
C -1.1173 -4.6405 7.4463 -0.484 -0.800 -0.281
C 2.1321 3.5299 -1.9486 0.030 -0.284 -0.362
C 4.6229 -0.2031 -2.7094 -0.139 -0.088 -0.316
C -0.2976 4.1717 1.2140 0.297 0.883 -0.640
C 0.7001 0.0703 -0.6344 0.226 0.495 -0.051
C 4.0845 -3.5068 0.5772 0.170 -0.445 0.296
C -1.0409 0.5388 0.6742 -0.629 -0.564 -0.022
C 0.4532 5.0976 -3.6947 -0.144 -0.669 0.018
C 4.2163 -1.6078 -2.5532 0.296 0.371 0.409
C -5.6537 0.4343 -3.7285 -0.074 -0.149 0.152
C 3.0293 -3.3740 2.9227 0.911 -1.081 -1.047
C -1.7483 -5.4710 -1.6873 -0.651 0.461 0.641
C -1.2126 5.2808 0.8907 0.113 -0.357 0.390
C 4.3438 1.9627 0.5123 0.655 -0.471 0.043
C -0.8350 -1.1039 -5.2085 -0.620 -0.189 0.090
C -5.0066 1.4515 -4.6747 0.290 -0.424 1.175
C -0.1989 -0.5378 1.3466 -0.739 1.034 0.053
H 0.7390 3.5052 -5.0828 0.213 -0.427 0.045
H 0.4896 5.4991 3.5845 -0.020 -0.033 -0.316
H 1.7859 0.0161 -5.8235 0.221 -0.028 0.011
H 2.2780 -2.7864 3.4433 -0.045 0.043 -0.012
H -1.2631 5.3369 3.7585 -0.025 0.003 -0.372
H -3.6529 -0.0975 6.1294 0.406 -0.219 0.355
H -1.9788 -4.0550 7.7730 0.021 0.161 -0.166
H -1.4196 -0.7780 6.2899 0.273 0.065 0.111
H 0.4047 -4.0964 0.3881 -0.058 -0.008 -0.253
H -0.5740 -3.5397 1.7291 0.089 0.189 -0.120
H -5.3052 2.4497 -4.3599 -0.239 0.094 -0.604
H 0.4861 2.9740 2.7790 0.097 0.117 0.191
H -5.5930 -1.6564 -3.2571 0.094 -0.200 -0.163
H 0.6662 -2.3210 -4.2906 -0.400 0.001 0.162
H 2.6625 -1.4306 -5.2414 -0.046 0.258 0.413
H 4.3134 2.8147 2.4695 -0.030 0.012 0.015
H 3.7281 1.3944 -0.1883 -0.270 0.379 -0.106
H -4.8807 4.1740 -2.4078 0.057 -0.288 0.308
H -1.3727 -2.3937 -0.2761 -0.201 0.060 0.038
H -0.3606 -5.4932 5.5889 -0.038 -0.151 -0.097
H 3.9706 -3.3404 3.4740 -0.070 0.224 0.139
H -1.5056 0.5410 7.4443 0.077 0.173 -0.029
H -3.6706 4.1261 -3.6549 -0.097 0.059 -0.017
H -0.2123 -4.0547 7.5769 0.067 -0.023 -0.004
H -1.2567 3.0986 2.8083 0.003 -0.034 -0.048
H 1.0807 5.7374 -3.0783 -0.230 0.246 0.019
H 0.6869 4.5860 0.9630 0.090 -0.146 0.224
H 2.4902 -5.2761 3.7821 0.043 -0.180 -0.099
H 4.9694 -2.7451 -4.3367 -0.132 0.554 -0.078
H -3.9200 1.4241 -4.5540 0.036 -0.024 -0.133
H 2.8605 3.0703 1.5414 -0.086 -0.094 -0.057
H -1.1270 -5.5131 8.1010 0.463 0.172 0.220
H -0.9423 -3.7182 -2.2298 0.124 0.576 0.361
H 1.5507 -1.5689 -6.5318 -0.304 0.020 0.049
H -0.8699 -5.0972 1.1121 -0.055 -0.153 -0.485
H -1.8595 3.5605 -1.9533 -0.051 0.081 -0.319
H 0.6643 -0.6785 -3.7006 -0.012 0.115 -0.116
H -2.3507 -4.6353 4.1983 0.063 0.103 -0.029
H 3.1438 -1.6756 -2.7339 0.025 -0.069 -0.305
H 2.3481 1.3185 3.3559 0.133 0.464 -0.056
H -0.0697 5.6522 -4.4733 0.433 0.215 -0.141
H -2.3543 1.1922 3.7230 -0.070 0.107 0.172
H -2.3776 5.9212 -2.5668 -0.010 0.136 0.036
H 2.3144 -2.5698 1.0392 0.032 0.120 -0.054
H 3.7419 0.4102 2.8473 0.204 0.231 -0.009
H 7.1493 -3.3830 -3.1566 -0.045 0.173 -0.609
H 0.7957 2.3103 -2.9431 -0.079 0.074 0.029
H -0.4554 3.4200 0.4387 -0.060 -0.315 0.324
H 3.7535 -1.7833 1.7028 -0.031 0.075 -0.388
H 6.7467 -2.4470 -1.8209 -0.445 0.284 0.044
H -1.8764 0.1136 0.1100 -0.110 0.131 0.174
H -2.6665 -3.5902 -1.9712 0.019 -0.232 -0.288
H -6.7121 0.3076 -3.9676 0.113 -0.265 -0.340
H -1.3776 1.3250 1.3418 0.015 0.023 -0.072
H 4.7458 -3.6018 -2.8641 0.025 -0.008 0.023
H -0.7528 -1.4001 1.6971 0.049 0.003 0.038
H -3.5871 6.0626 -1.2890 0.117 -0.070 0.056
H -3.0243 2.3100 -2.3982 0.094 -0.012 -0.034
H 6.9729 -1.5826 -3.3347 0.256 -0.161 -0.106
H -4.7266 -1.2650 -4.7575 0.147 -0.067 0.006
H 2.3838 0.5320 1.8033 0.017 0.208 -0.133
H 4.3312 -1.7967 -1.4830 -0.021 -0.063 0.048
H -0.1837 4.3488 4.6856 -0.011 -0.104 -0.076
H -3.9537 0.5290 3.8521 -0.034 -0.209 0.046
H 2.2005 4.4069 -4.6923 0.151 -0.248 -0.049
H 3.3614 -5.4348 2.2316 0.132 0.029 0.063
H 1.6779 -4.9132 2.2573 -0.022 -0.165 -0.010
H -4.0312 6.4466 -2.9372 0.036 -0.067 -0.113
H 0.3006 -0.0204 2.1691 0.645 -0.651 -0.027
H -2.4837 -0.5035 3.9108 -0.242 -0.290 0.313
H 4.6874 2.8846 0.0489 -0.078 -0.094 -0.313
H -5.7104 0.7449 -2.6812 0.387 0.355 -0.081
H -3.3256 1.5432 6.1590 0.355 0.421 -0.651
H -2.0016 -6.0226 6.0395 0.147 -0.160 -0.010
H 2.4177 2.1832 -3.5189 0.156 0.150 -0.069
H -0.3693 4.7100 -3.0852 0.210 -0.092 0.213
H -2.8577 -3.6762 5.5602 0.063 -0.114 0.192
H -5.2357 1.1808 -5.7012 -0.097 0.414 -0.125
H -2.6309 -3.4638 0.3338 -0.043 -0.048 -0.032
H -1.0504 -1.8025 -6.0212 0.419 0.110 -0.229
H -1.6209 -1.3469 -4.4895 0.249 0.067 0.292
```
Forces are in eV/Å.



4.
Density functional theory data (ωB97M-V with the def2-TZVPD basis set) for a 2-piece molecular cluster, C3H6N2O overall at a distorted geometry.

Summary:
**Energy above the lowest of the compared OMol25 structures with the same formula, charge and spin**: 229.4 kJ/mol
**Orbital gap**: 8.09 eV
**SMILES**: N#CC=O.CN
**Maximum force**: 1.1 eV/Å
**Highest occupied orbital energy**: -0.3375 Eh

XYZ file:
```
12
Properties=species:S:1:pos:R:3:forces:R:3
O 0.8954 -1.9043 -0.0198 -0.299 0.027 0.583
N 0.6560 1.1324 -0.9639 0.078 -0.087 0.188
N 0.3426 0.3922 2.4769 -0.016 -0.969 -0.612
C 0.3389 -0.5659 1.8283 0.037 0.913 0.588
C 0.3211 -1.8094 1.0330 0.233 -0.125 -0.455
C -0.7717 0.9224 -1.1530 -0.249 -0.011 -0.103
H -0.9398 0.4235 -2.1129 0.006 0.074 0.137
H 1.1374 0.2385 -0.9298 -0.021 0.169 -0.030
H -1.2795 1.8912 -1.1955 0.054 -0.147 0.003
H -0.2512 -2.6343 1.4846 0.041 0.078 -0.045
H -1.2760 0.3217 -0.3729 0.117 0.108 -0.115
H 0.8268 1.5920 -0.0748 0.019 -0.032 -0.138
```
Forces are in eV/Å.



5.
Density functional theory data (ωB97M-V with the def2-TZVPD basis set) for C4H5O2Ru as an isolated structure at a distorted geometry.

Summary:
**Energy above the lowest of the compared OMol25 structures with the same formula, charge and spin**: 190.4 kJ/mol
**Orbital gap (alpha / beta)**: 7.46 / 7.21 eV
**Net charge**: +1
**Maximum force**: 3.4 eV/Å
**Multiplicity**: 7
**Highest occupied orbital energy (alpha / beta)**: -0.4387 / -0.5293 Eh

XYZ file:
```
12
Properties=species:S:1:pos:R:3:forces:R:3
Ru -1.2013 -1.5074 3.2267 -1.725 0.489 2.290
O -0.6278 1.8572 -1.5845 0.153 -0.471 0.183
O 0.1462 -1.9485 1.8614 0.331 0.690 -3.042
C 0.2166 1.4825 -0.5150 -0.802 0.766 0.567
C 0.9582 -1.0619 -0.7386 -1.185 2.587 0.279
C -0.5535 -1.4450 0.8949 1.705 -1.441 -0.465
C 0.3901 0.0222 -0.4962 2.036 -2.575 -0.669
H -0.9108 2.7664 -1.4526 -0.012 0.105 0.003
H -1.0372 -2.1263 0.1529 -0.065 0.524 0.559
H 1.2120 1.9521 -0.6061 -0.163 -0.422 0.033
H 1.6130 -1.7873 -1.1987 -0.434 -0.224 0.457
H -0.2055 1.7960 0.4558 0.160 -0.026 -0.196
```
Forces are in eV/Å.



6.
Density functional theory data (ωB97M-V with the def2-TZVPD basis set) for C3H7N4P as an isolated structure at a distorted geometry.

Summary:
**Energy above the lowest of the compared OMol25 structures with the same formula, charge and spin**: 107.9 kJ/mol
**Orbital gap**: 9.68 eV
**Maximum force**: 2.8 eV/Å
**Highest occupied orbital energy**: -0.3283 Eh

XYZ file:
```
15
Properties=species:S:1:pos:R:3:forces:R:3
P 0.1873 0.1474 -0.4803 -1.801 -0.565 -0.942
N 1.8863 0.2595 -0.4109 -0.716 1.698 1.964
N 3.5662 0.2780 1.9009 0.420 0.148 0.368
N 2.3274 0.0720 -1.4953 1.613 -0.415 -2.221
N 2.7925 -0.1582 -2.4832 0.443 -0.092 -0.883
C 0.1750 -1.6924 -0.3150 2.288 0.094 -0.155
C 2.6022 -0.2996 1.6938 -0.248 -0.705 0.778
C -0.4860 0.7966 1.0659 -1.327 1.899 0.853
H 1.7049 -0.8788 1.5599 0.540 0.176 0.306
H -0.0560 -1.9278 0.7086 -0.102 -0.670 0.364
H -0.1370 0.5252 2.1171 -0.199 0.518 -1.502
H -1.6195 0.6835 1.0440 1.312 -0.611 -0.144
H -0.5181 1.9338 0.8346 0.723 -1.559 0.969
H 1.2144 -2.1196 -0.6401 -1.862 0.748 0.797
H -0.5205 -2.0914 -0.9969 -1.083 -0.664 -0.554
```
Forces are in eV/Å.